(1)
C9H14BrNOS | ωB97M-V/def2-TZVPD

Relative energy (zero: lowest compared OMol25 entry of this formula, charge and spin) (kcal per mole): 92.31
Energy (eV): -93970.149
Spin multiplicity: 1
LUMO energy (eV): -1.73

Each line ends with the natural charge from an NBO analysis.
Cartesian coordinates (Å):
C  -1.936  0.138  0.134  -0.431
C  -1.738  -1.353  0.261  -0.571
C  1.539  1.588  1.065  -0.491
C  -0.580  0.797  -0.091  -0.064
C  1.413  0.588  -1.193  -0.078
C  -0.324  -1.599  0.605  -0.110
C  0.137  0.937  1.247  -0.350
C  2.112  1.317  -0.303  -0.104
C  -0.213  -0.806  -2.096  -0.392
N  0.196  -0.026  -0.921  -0.353
O  -1.123  -0.482  2.891  -1.001
S  0.126  -0.744  2.118  1.308
Br  2.766  -1.842  0.957  -0.782
H  -2.569  0.235  -0.773  0.231
H  -2.574  0.599  0.913  0.269
H  -2.191  -1.729  1.136  0.304
H  -2.047  -2.148  -0.571  0.236
H  1.520  2.655  1.181  0.221
H  2.427  1.309  1.724  0.273
H  -0.690  1.832  -0.474  0.237
H  1.907  0.440  -2.147  0.218
H  0.394  -2.398  0.225  0.302
H  -0.437  1.635  1.907  0.264
H  3.084  1.775  -0.614  0.232
H  0.491  -1.260  -2.667  0.235
H  -0.982  -1.400  -1.652  0.210
H  -0.708  -0.057  -2.862  0.186

(2)
C3H15N2O2 | ωB97M-V/def2-TZVPD

Relative energy (zero: lowest compared OMol25 entry of this formula, charge and spin) (kcal per mole): 163.28
Energy (eV): -10416.946
Net charge: +1
Spin multiplicity: 1
LUMO energy (eV): -8.42

Each line ends with the natural charge from an NBO analysis.
Cartesian coordinates (Å):
C  0.610  -0.115  -1.584  -0.217
N  -0.259  0.847  -1.231  -0.476
C  1.990  -0.080  -0.721  -0.232
N  1.790  -0.440  0.618  -0.219
C  1.271  -1.707  1.024  -0.472
H  0.953  -0.098  -2.621  0.262
H  0.223  -1.110  -1.497  0.273
H  -0.191  1.691  -1.749  0.400
H  -0.519  0.909  -0.206  0.453
H  2.439  0.929  -0.688  0.255
H  2.733  -0.764  -1.097  0.281
H  1.254  0.306  1.134  0.460
H  -4.045  3.426  0.631  -0.007
H  0.218  -1.772  0.709  0.306
H  1.294  -1.650  2.106  0.255
H  1.909  -2.508  0.711  0.240
H  -1.649  -0.545  0.526  0.498
H  -0.901  0.901  1.941  0.494
O  -0.475  0.365  1.250  -1.048
H  -3.794  3.927  1.134  0.007
H  -2.890  -1.354  -0.200  0.494
O  -1.960  -1.157  -0.191  -1.009

Q: Which value of LUMO energy does entry 2 give?
A: -8.42 eV

Repeat the first record exactly.
C9H14BrNOS | ωB97M-V/def2-TZVPD

Relative energy (zero: lowest compared OMol25 entry of this formula, charge and spin) (kcal per mole): 92.31
Energy (eV): -93970.149
Spin multiplicity: 1
LUMO energy (eV): -1.73

Each line ends with the natural charge from an NBO analysis.
Cartesian coordinates (Å):
C  -1.936  0.138  0.134  -0.431
C  -1.738  -1.353  0.261  -0.571
C  1.539  1.588  1.065  -0.491
C  -0.580  0.797  -0.091  -0.064
C  1.413  0.588  -1.193  -0.078
C  -0.324  -1.599  0.605  -0.110
C  0.137  0.937  1.247  -0.350
C  2.112  1.317  -0.303  -0.104
C  -0.213  -0.806  -2.096  -0.392
N  0.196  -0.026  -0.921  -0.353
O  -1.123  -0.482  2.891  -1.001
S  0.126  -0.744  2.118  1.308
Br  2.766  -1.842  0.957  -0.782
H  -2.569  0.235  -0.773  0.231
H  -2.574  0.599  0.913  0.269
H  -2.191  -1.729  1.136  0.304
H  -2.047  -2.148  -0.571  0.236
H  1.520  2.655  1.181  0.221
H  2.427  1.309  1.724  0.273
H  -0.690  1.832  -0.474  0.237
H  1.907  0.440  -2.147  0.218
H  0.394  -2.398  0.225  0.302
H  -0.437  1.635  1.907  0.264
H  3.084  1.775  -0.614  0.232
H  0.491  -1.260  -2.667  0.235
H  -0.982  -1.400  -1.652  0.210
H  -0.708  -0.057  -2.862  0.186

Q: What is the energy in the first record?
A: -93970.149 eV

Please write out number 1 again, unchanged.
C9H14BrNOS | ωB97M-V/def2-TZVPD

Relative energy (zero: lowest compared OMol25 entry of this formula, charge and spin) (kcal per mole): 92.31
Energy (eV): -93970.149
Spin multiplicity: 1
LUMO energy (eV): -1.73

Each line ends with the natural charge from an NBO analysis.
Cartesian coordinates (Å):
C  -1.936  0.138  0.134  -0.431
C  -1.738  -1.353  0.261  -0.571
C  1.539  1.588  1.065  -0.491
C  -0.580  0.797  -0.091  -0.064
C  1.413  0.588  -1.193  -0.078
C  -0.324  -1.599  0.605  -0.110
C  0.137  0.937  1.247  -0.350
C  2.112  1.317  -0.303  -0.104
C  -0.213  -0.806  -2.096  -0.392
N  0.196  -0.026  -0.921  -0.353
O  -1.123  -0.482  2.891  -1.001
S  0.126  -0.744  2.118  1.308
Br  2.766  -1.842  0.957  -0.782
H  -2.569  0.235  -0.773  0.231
H  -2.574  0.599  0.913  0.269
H  -2.191  -1.729  1.136  0.304
H  -2.047  -2.148  -0.571  0.236
H  1.520  2.655  1.181  0.221
H  2.427  1.309  1.724  0.273
H  -0.690  1.832  -0.474  0.237
H  1.907  0.440  -2.147  0.218
H  0.394  -2.398  0.225  0.302
H  -0.437  1.635  1.907  0.264
H  3.084  1.775  -0.614  0.232
H  0.491  -1.260  -2.667  0.235
H  -0.982  -1.400  -1.652  0.210
H  -0.708  -0.057  -2.862  0.186